(1)
{
  "formula": "C36H36N4OPSSeSn",
  "method": "the ωB97M-V functional and the def2-TZVPD basis",
  "charge": -1,
  "total_energy_ev": -137228.1868,
  "multiplicity": 1,
  "largest_force_ev_per_a": 0.3,
  "homo_energy_ev": -3.798,
  "de_lowest_kcal_mol": 1.5,
  "lumo_ev": 2.400,
  "symbols": ["Sn", "Se", "S", "P", "O", "N", "N", "N", "N", "C", "C", "C", "C", "C", "C", "C", "C", "C", "C", "C", "C", "C", "C", "C", "C", "C", "C", "C", "C", "C", "C", "C", "C", "C", "C", "C", "C", "C", "C", "C", "C", "C", "C", "C", "C", "H", "H", "H", "H", "H", "H", "H", "H", "H", "H", "H", "H", "H", "H", "H", "H", "H", "H", "H", "H", "H", "H", "H", "H", "H", "H", "H", "H", "H", "H", "H", "H", "H", "H", "H", "H"],
  "xyz": [[-1.373, -0.131, -2.154], [-5.543, 1.978, 0.371], [-2.665, 5.184, -0.714], [-0.248, 0.513, 0.947], [3.754, -0.453, -0.867], [-0.934, -1.950, -1.846], [1.827, 0.568, -1.442], [-3.337, 0.314, -0.696], [-1.012, 3.420, -1.531], [2.649, 0.277, -0.530], [0.086, -3.822, -0.747], [3.950, 1.369, 2.793], [-2.813, 3.582, 3.277], [-3.148, 2.240, 3.333], [1.558, 1.348, 2.936], [-0.016, -5.088, -0.193], [-2.024, -2.989, 2.021], [-2.265, 3.603, -1.252], [-0.937, 3.041, 1.875], [-3.523, -3.218, -1.797], [-0.299, 4.570, -1.315], [0.374, -1.731, 2.618], [3.607, -0.759, -2.265], [-1.111, -3.609, 2.859], [1.337, 1.784, -4.184], [-1.250, 1.681, 1.949], [-1.022, 5.634, -0.877], [2.638, 1.153, -3.698], [-1.731, -1.753, 1.465], [3.858, 0.925, 1.487], [2.616, 0.706, 0.887], [-1.701, 3.980, 2.545], [-1.228, -5.767, -0.163], [-2.291, -3.875, -1.250], [-4.224, 0.945, -0.275], [-1.056, -3.179, -1.293], [3.562, 2.215, -3.106], [-2.351, -5.147, -0.699], [1.395, -3.094, -0.790], [0.091, -2.981, 3.150], [-2.368, 1.293, 2.680], [-0.538, -1.097, 1.775], [2.791, 1.583, 3.522], [2.353, 0.023, -2.698], [1.436, 0.912, 1.614], [4.921, 1.542, 3.240], [-3.427, 4.318, 3.781], [-1.298, -6.757, 0.270], [2.842, 1.919, 4.550], [-0.084, 3.366, 1.291], [-1.439, 5.029, 2.478], [-4.385, -3.883, -1.719], [0.819, -3.466, 3.788], [0.873, -5.550, 0.227], [4.487, 1.789, -2.712], [1.541, 2.592, -4.891], [0.703, 1.049, -4.682], [4.753, 0.743, 0.909], [1.606, -0.652, -3.123], [3.143, 0.687, -4.554], [-3.385, -2.946, -2.848], [-3.023, 2.837, -1.324], [-2.947, -3.487, 1.757], [3.057, 2.736, -2.291], [3.489, -1.837, -2.364], [-3.753, -2.289, -1.269], [1.332, -2.145, -0.251], [0.767, 4.571, -1.498], [-0.673, 6.627, -0.648], [3.831, 2.951, -3.866], [-3.307, -5.662, -0.679], [4.514, -0.444, -2.784], [-4.030, 1.921, 3.872], [1.320, -1.262, 2.854], [-1.325, -4.592, 3.261], [-2.428, -1.299, 0.771], [2.199, -3.693, -0.358], [-2.646, 0.249, 2.734], [0.661, 1.492, 3.523], [0.770, 2.192, -3.344], [1.645, -2.844, -1.825]],
  "atomic_forces_ev_per_a": [[-0.021, 0.202, 0.053], [0.041, -0.054, -0.088], [0.008, -0.028, -0.009], [-0.036, 0.027, -0.058], [-0.006, 0.004, 0.016], [-0.035, -0.261, -0.095], [-0.016, 0.022, -0.002], [-0.020, -0.077, 0.016], [0.043, 0.010, -0.019], [0.007, 0.019, -0.019], [-0.006, -0.063, 0.030], [0.013, 0.001, 0.003], [0.004, -0.006, 0.009], [0.018, -0.004, -0.001], [-0.002, 0.003, -0.010], [-0.008, 0.037, -0.027], [0.006, 0.004, -0.013], [0.003, -0.001, -0.002], [0.005, -0.010, -0.013], [0.003, -0.015, -0.036], [-0.033, 0.016, 0.006], [-0.016, 0.009, -0.016], [-0.029, 0.002, -0.031], [0.000, -0.004, 0.016], [0.023, 0.002, -0.002], [-0.019, -0.007, 0.006], [0.001, 0.000, 0.010], [-0.021, 0.021, -0.016], [-0.014, -0.012, 0.015], [-0.008, 0.000, 0.006], [0.020, -0.004, 0.019], [-0.005, 0.014, -0.003], [-0.011, -0.022, 0.006], [-0.029, -0.046, 0.004], [-0.024, 0.101, 0.078], [0.064, 0.116, 0.055], [-0.003, -0.008, -0.005], [0.014, 0.008, 0.003], [-0.004, -0.023, -0.006], [-0.002, -0.004, 0.006], [0.006, 0.012, 0.015], [0.029, -0.033, 0.020], [-0.012, -0.002, 0.001], [0.047, -0.022, -0.009], [0.022, 0.005, 0.017], [0.002, -0.001, -0.006], [0.000, 0.003, -0.004], [0.001, 0.000, 0.000], [-0.005, 0.001, 0.000], [0.009, 0.002, -0.008], [-0.001, 0.000, 0.001], [0.000, 0.002, 0.002], [-0.002, -0.003, 0.000], [0.000, -0.001, 0.003], [0.003, 0.002, 0.004], [-0.004, 0.003, 0.003], [-0.003, -0.003, -0.003], [0.001, 0.000, 0.001], [-0.009, 0.000, 0.007], [0.003, -0.008, 0.006], [-0.004, 0.012, 0.006], [0.002, 0.020, 0.005], [-0.003, 0.001, -0.003], [0.000, 0.002, 0.007], [0.013, 0.003, 0.002], [0.007, 0.011, 0.006], [-0.005, -0.010, -0.004], [0.001, 0.002, -0.003], [0.001, -0.001, 0.004], [-0.003, 0.005, 0.003], [-0.003, 0.001, -0.002], [0.004, 0.012, 0.006], [0.001, -0.001, -0.004], [0.004, 0.002, 0.003], [0.004, -0.001, 0.001], [0.002, -0.008, 0.009], [0.002, 0.006, 0.006], [0.001, 0.004, 0.008], [-0.006, 0.005, 0.005], [-0.007, 0.009, 0.003], [-0.009, -0.003, 0.011]],
  "lowdin_charge": [0.9301, 0.4202, 0.9786, 1.0783, -0.0170, -0.2889, 0.1459, -0.1095, -0.0198, -0.3548, -0.2336, -0.0796, -0.0971, -0.1016, -0.0952, -0.0900, -0.0737, -0.4893, -0.1300, -0.0737, -0.2738, -0.0836, -0.0952, -0.0899, -0.0963, -0.3778, -0.4256, -0.3878, -0.1206, -0.0223, -0.1267, -0.1050, -0.1342, -0.2497, -0.9681, -0.3926, -0.0675, -0.0968, -0.0565, -0.0871, -0.0888, -0.3571, -0.0758, -0.2984, -0.2906, 0.0995, 0.0974, 0.0802, 0.1019, 0.0992, 0.0961, 0.0671, 0.0961, 0.0970, 0.0720, 0.0745, 0.0604, 0.1131, 0.1116, 0.1356, 0.0668, 0.0206, 0.1078, 0.0758, 0.1079, 0.0457, 0.0574, 0.0972, 0.0553, 0.0755, 0.0955, 0.1164, 0.1002, 0.0937, 0.0999, 0.0662, 0.0780, 0.0964, 0.1098, 0.0391, 0.0616]
}

(2)
{
  "formula": "C4H9N3",
  "method": "the ωB97M-V functional and the def2-TZVPD basis",
  "total_energy_ev": -8756.6745,
  "multiplicity": 1,
  "largest_force_ev_per_a": 4.8,
  "homo_energy_ev": [-6.997, -6.734],
  "de_lowest_kcal_mol": 181.0,
  "lumo_ev": [0.817, 0.937],
  "symbols": ["N", "N", "N", "C", "C", "C", "C", "H", "H", "H", "H", "H", "H", "H", "H", "H"],
  "xyz": [[0.921, 1.667, -2.241], [-0.334, 1.224, -1.904], [0.262, -2.193, 2.004], [-0.283, 0.186, -0.042], [-0.529, -2.177, 1.031], [-0.459, -0.844, -0.706], [-0.026, 0.978, 1.151], [1.436, 0.954, -2.744], [1.489, 2.032, -1.475], [-0.571, -1.459, -1.570], [-1.313, -2.955, 0.937], [0.127, -2.942, 2.699], [0.134, 0.296, 1.997], [-0.862, 1.648, 1.369], [-0.873, 2.007, -1.530], [0.882, 1.577, 1.024]],
  "atomic_forces_ev_per_a": [[0.456, 0.392, 0.012], [-0.206, -0.364, 1.299], [0.209, 0.642, -0.385], [0.076, 2.531, -2.442], [0.045, -0.684, -0.992], [-0.098, -3.391, 3.361], [0.056, -0.097, 0.245], [-0.167, 0.020, 0.192], [-0.123, -0.020, -0.185], [-0.133, 0.286, -0.207], [-0.058, 0.324, -0.251], [-0.258, 0.243, -0.364], [-0.027, 0.165, -0.137], [0.072, -0.061, -0.030], [0.249, 0.061, -0.104], [-0.094, -0.045, -0.013]],
  "lowdin_charge": [-0.0901, -0.0880, 0.0002, -0.2239, -0.1477, 0.0583, -0.0827, 0.0689, 0.0671, 0.0633, 0.0518, 0.0447, 0.0643, 0.0853, 0.0483, 0.0802]
}